# 1
{"formula": "C24H40BO48S10", "method": "ωB97M-V/def2-TZVPD", "spin_multiplicity": 1, "homo_lumo_gap_ev": 10.20, "largest_force_ha_per_bohr": 0.1120, "e_homo_ev": -9.0, "total_charge": -1, "elements": ["O", "C", "O", "B", "O", "C", "O", "O", "C", "O", "C", "O", "O", "C", "C", "O", "S", "O", "O", "O", "H", "H", "H", "H", "C", "C", "O", "S", "O", "O", "O", "H", "H", "H", "H", "C", "C", "O", "S", "O", "O", "O", "H", "H", "H", "H", "C", "C", "O", "S", "O", "O", "O", "H", "H", "H", "H", "C", "C", "O", "S", "O", "O", "O", "H", "H", "H", "H", "C", "C", "O", "S", "O", "O", "O", "H", "H", "H", "H", "C", "C", "O", "S", "O", "O", "O", "H", "H", "H", "H", "C", "C", "O", "S", "O", "O", "O", "H", "H", "H", "H", "C", "C", "O", "S", "O", "O", "O", "H", "H", "H", "H", "C", "C", "O", "S", "O", "O", "O", "H", "H", "H", "H"], "xyz": [[-2.50184, -2.55978, -1.85741], [-1.61035, -1.71263, -1.56283], [-0.58859, -1.97347, -0.73232], [0.22550, -0.79085, -0.54223], [-0.39225, 0.34232, -1.29632], [-1.44895, -0.19931, -1.96214], [-2.30132, 0.46614, -2.53546], [1.66916, -1.09772, -0.71655], [2.19975, -1.09469, 0.51065], [3.40291, -1.16158, 0.86658], [1.11764, -0.79599, 1.53921], [0.02669, -0.48153, 0.90302], [1.22782, -0.54568, 2.70733], [-1.39436, -3.99560, 1.61164], [-1.95493, -5.12852, 2.50041], [-0.90149, -5.79274, 3.09657], [0.52295, -4.99320, 2.90697], [1.36841, -5.80536, 1.95342], [1.14356, -4.73404, 4.20754], [-0.14822, -3.66434, 2.18199], [-2.27735, -3.35657, 1.61992], [-1.29397, -4.23059, 0.55201], [-2.38185, -5.86756, 1.82243], [-2.65664, -4.78434, 3.26018], [0.53271, -0.79845, 5.85964], [0.93483, -1.77993, 7.04482], [-0.25753, -1.78866, 7.87224], [-1.15164, -0.39683, 7.66897], [-0.48282, 0.59169, 8.48486], [-2.59062, -0.56557, 7.86815], [-0.71354, -0.23733, 6.08590], [0.49472, -1.30630, 4.89592], [1.16701, 0.08789, 5.87186], [1.87811, -1.48119, 7.50208], [1.24673, -2.76795, 6.70626], [-3.49904, 1.24292, 1.93547], [-3.00028, -0.18812, 2.06410], [-3.85356, -0.87527, 2.96708], [-4.68467, 0.16250, 3.87504], [-3.93968, 0.73547, 5.03292], [-6.06694, -0.25802, 4.24759], [-4.74955, 1.22718, 2.54477], [-3.57861, 1.62148, 0.91642], [-2.90094, 1.89474, 2.57227], [-1.92278, -0.23104, 2.22303], [-3.16672, -0.62330, 1.07870], [3.97963, -0.42079, -4.29394], [3.94720, -1.32166, -3.08369], [3.06699, -2.45194, -3.47737], [1.92305, -1.99881, -4.61273], [0.82829, -1.31341, -3.95928], [1.68447, -3.13450, -5.52781], [3.01664, -0.87707, -5.20133], [4.93417, -0.54656, -4.80495], [3.90528, 0.58198, -3.87321], [3.57067, -0.90345, -2.15019], [4.92779, -1.73701, -2.85126], [3.79978, 1.19987, 3.15166], [5.21317, 1.39946, 3.59038], [5.56259, 2.58503, 3.05757], [4.40255, 3.49957, 2.33045], [4.85989, 4.14515, 1.10624], [3.73288, 4.27142, 3.39969], [3.68309, 2.02779, 2.02701], [3.06254, 1.49677, 3.89761], [3.66871, 0.13592, 2.95429], [5.73909, 0.66427, 2.98128], [5.32622, 1.21832, 4.65926], [-3.02649, 3.61904, -3.18942], [-4.24299, 3.66017, -2.25683], [-3.73250, 4.16678, -0.97468], [-2.08323, 4.44608, -1.01185], [-1.46485, 3.87972, 0.17647], [-1.93424, 5.82430, -1.35837], [-1.89074, 3.57265, -2.40851], [-3.05506, 4.45925, -3.88320], [-3.23751, 2.71029, -3.75310], [-4.55338, 2.70473, -1.83385], [-5.08788, 4.29781, -2.51701], [4.17277, -3.82589, 2.22586], [5.44898, -3.01897, 1.93867], [5.84068, -2.51022, 3.20563], [4.85143, -2.78258, 4.48272], [3.79002, -1.75427, 4.50061], [5.51434, -3.07569, 5.73546], [4.31129, -4.13588, 3.59491], [4.32533, -4.75831, 1.68233], [3.20767, -3.35092, 2.04950], [5.29289, -2.21899, 1.21495], [6.37060, -3.51030, 1.62673], [2.38820, 2.53945, -2.65690], [1.06943, 2.92997, -2.14920], [1.00856, 4.28163, -2.04127], [2.43768, 5.04510, -2.30353], [2.72074, 6.02865, -1.26169], [2.53516, 5.51764, -3.68559], [3.22138, 3.60058, -2.16075], [2.39029, 2.65352, -3.74092], [2.65176, 1.56921, -2.23588], [0.86429, 2.68219, -1.10774], [0.27238, 2.65575, -2.84030], [-6.39083, -1.19092, -1.57771], [-5.35679, -0.38924, -2.35217], [-5.32494, -0.79052, -3.69714], [-6.49060, -1.91815, -4.09080], [-5.89486, -3.29469, -4.11995], [-7.31904, -1.46623, -5.15072], [-7.27661, -1.50854, -2.64373], [-6.95670, -0.56919, -0.88393], [-5.97216, -2.05319, -1.05877], [-4.47229, -0.69410, -1.79285], [-5.48427, 0.68942, -2.26082], [-1.44482, 1.44169, -5.96336], [0.07446, 1.69032, -6.18033], [0.18329, 2.90054, -6.81865], [-1.12779, 3.82603, -6.66307], [-1.23898, 4.59821, -7.96217], [-1.04315, 4.55144, -5.36643], [-2.05155, 2.53341, -6.62828], [-1.78237, 1.56906, -4.93479], [-1.77798, 0.55606, -6.50446], [0.45389, 0.82876, -6.72973], [0.73491, 1.95871, -5.35579]], "forces_ev_per_a": [[3.16, 3.83, 0.97], [-1.53, -3.24, -0.36], [-1.23, -0.33, -1.81], [-0.83, 0.54, 1.07], [-0.38, -2.23, -1.18], [-1.67, 1.90, 0.37], [1.73, -1.35, 0.50], [0.31, 0.45, 1.02], [3.69, -0.07, 1.20], [-3.78, -0.03, -2.11], [-0.57, 1.94, 1.18], [-0.06, -0.20, -1.36], [0.96, -1.03, 0.27], [-1.67, -1.55, -0.29], [-0.70, -0.37, -1.67], [2.86, 0.32, 0.88], [2.23, -2.82, -0.58], [-2.76, 2.92, 2.39], [-1.75, 0.34, -2.64], [0.99, -0.07, 1.17], [1.01, 1.64, 0.42], [0.42, -0.45, 0.16], [-0.68, 0.14, 0.19], [0.06, 0.08, -0.08], [2.00, -0.32, 0.19], [-0.51, 0.89, -1.14], [-0.46, 0.32, -0.09], [0.41, -0.08, 0.57], [-0.64, -0.65, -1.11], [3.15, -0.33, -1.02], [-3.12, -0.08, 2.21], [0.22, 0.20, 0.11], [0.76, -0.53, -0.45], [-0.56, 0.84, 0.81], [-1.18, -0.32, -0.18], [1.01, 0.64, 1.34], [0.50, 0.13, -2.27], [-0.16, -0.37, 1.61], [-2.05, 2.25, 2.45], [-1.08, -1.55, -3.81], [3.87, 0.49, -2.13], [-2.17, -0.84, 2.24], [0.01, -0.11, 0.15], [0.49, 0.28, -0.53], [-0.24, -0.26, 0.81], [-0.07, -0.63, 0.10], [1.22, -0.28, 0.82], [-0.88, -1.86, 0.35], [-0.94, 0.31, -0.56], [2.36, -1.00, 1.07], [1.05, -0.68, -1.06], [0.79, 3.39, 2.16], [-2.54, -0.38, -1.21], [-0.05, 0.28, -0.04], [-0.57, 0.35, -0.97], [-0.30, 0.20, -0.32], [-0.15, -0.26, -0.21], [-1.11, -0.60, 1.39], [-0.74, -2.64, -0.57], [2.52, 5.16, -0.50], [-0.25, -1.26, 1.92], [-0.87, -1.72, 2.49], [1.22, -1.71, -2.82], [-1.31, 1.98, -1.93], [-0.05, 0.07, 0.06], [-0.48, 0.39, -0.64], [0.69, -0.33, 0.59], [0.35, 0.59, -0.02], [-2.71, 0.09, -0.86], [0.64, 0.24, 2.61], [1.97, 0.70, 0.40], [-2.23, 0.00, -0.24], [-0.92, 0.46, -2.57], [0.50, -0.68, 0.43], [1.35, -0.12, 1.92], [0.39, 0.12, 0.20], [1.03, -0.22, -0.13], [-0.37, -0.43, -1.29], [0.23, -0.14, -0.40], [1.36, -0.51, -0.18], [-0.06, 0.83, -0.15], [0.76, 1.95, 2.64], [-2.01, 0.31, -2.95], [2.16, -2.12, 0.06], [-0.59, -0.17, -2.50], [-0.32, 0.29, 3.19], [-0.79, -0.13, 0.14], [0.37, 0.17, -0.26], [-0.23, 0.17, 0.41], [-0.52, -0.92, -0.18], [0.52, 1.00, -0.18], [-2.21, -1.45, 0.87], [0.97, 5.01, -0.64], [-0.40, 0.65, -0.68], [-0.44, -2.72, -1.65], [-0.21, -1.22, 2.25], [1.09, 1.14, 0.47], [0.26, -0.68, -0.17], [0.54, 0.20, -0.29], [-0.01, -1.38, -0.22], [-0.09, -0.54, 0.35], [-0.64, 0.56, -1.37], [1.15, -0.17, 2.16], [-0.48, -1.30, -1.42], [1.92, -1.15, 3.24], [-1.87, 4.24, 0.33], [0.36, -0.14, 0.24], [-1.01, -2.21, -1.64], [0.03, -0.11, -0.03], [-0.13, -0.19, -0.28], [0.83, 0.49, -0.90], [-0.20, -0.10, -0.36], [0.49, 0.55, 0.74], [0.26, -0.93, 1.55], [-0.05, 2.41, -2.39], [1.77, 2.85, -1.73], [-0.27, -2.69, 4.63], [-0.74, -2.05, -3.23], [-1.50, 1.79, -0.89], [0.29, -1.01, 0.13], [-0.09, 0.00, 0.54], [0.43, 0.50, -0.39], [-0.52, -1.56, 1.10]], "mulliken_charge": [-0.715, 0.525, -0.743, 0.119, 1.004, 0.476, -0.544, -0.006, 0.174, -0.584, 0.230, -0.286, -0.544, -0.115, -0.509, -0.351, 1.128, -0.622, -0.508, -0.117, 0.145, 0.271, 0.357, 0.284, 0.158, -0.058, -0.421, 1.046, -0.569, -0.515, -0.200, -0.155, 0.178, 0.248, 0.258, 0.059, 0.271, -0.259, 1.000, -0.470, -0.582, -0.405, 0.026, 0.323, 0.069, -0.024, 0.050, 0.261, -0.442, 0.953, -0.236, -0.600, -0.398, 0.304, 0.091, -0.316, 0.334, 0.709, -0.266, -0.446, 1.083, -0.481, -0.556, 0.026, 0.075, -0.665, 0.305, 0.293, -0.141, 0.192, -0.472, 1.354, -0.522, -0.627, -0.043, 0.335, 0.036, -0.303, 0.414, 0.416, -0.116, -0.431, 1.046, -0.371, -0.590, -0.406, 0.406, -0.444, 0.112, 0.306, 1.015, 0.178, -0.199, 1.122, -0.536, -0.614, -0.487, 0.201, -0.589, 0.208, -0.348, -0.175, 0.581, -0.257, 1.065, -0.523, -0.509, -0.432, 0.315, 0.274, -0.375, -0.063, 0.429, 0.385, -0.396, 1.066, -0.618, -0.435, -0.393, -0.466, 0.338, 0.297, -0.332]}

# 2
{"formula": "C24H40BrCl14F4N2", "method": "ωB97M-V/def2-TZVPD", "spin_multiplicity": 1, "homo_lumo_gap_ev": 7.42, "largest_force_ha_per_bohr": 0.0663, "e_homo_ev": -11.7, "total_charge": 1, "elements": ["N", "C", "C", "C", "C", "Br", "C", "N", "C", "F", "C", "C", "C", "C", "F", "F", "F", "H", "H", "H", "H", "H", "H", "H", "H", "H", "H", "H", "H", "Cl", "C", "C", "Cl", "H", "H", "H", "H", "Cl", "C", "C", "Cl", "H", "H", "H", "H", "Cl", "C", "C", "Cl", "H", "H", "H", "H", "Cl", "C", "C", "Cl", "H", "H", "H", "H", "Cl", "C", "C", "Cl", "H", "H", "H", "H", "Cl", "C", "C", "Cl", "H", "H", "H", "H", "Cl", "C", "C", "Cl", "H", "H", "H", "H"], "xyz": [[-0.86144, 2.29583, 3.72663], [-2.29678, 2.60982, 3.99967], [-3.07459, 2.90667, 2.63862], [-3.80226, 1.59766, 2.20673], [-4.96147, 1.15846, 3.04750], [-5.54515, 2.19615, 4.60404], [-5.64179, -0.07092, 2.60965], [-5.22209, -0.75113, 1.48130], [-4.15670, -0.36406, 0.69963], [-3.89623, -1.13959, -0.37251], [-3.37511, 0.84450, 1.00861], [-2.21742, 1.21567, 0.02545], [-0.80597, 1.42945, 0.69757], [0.23913, 1.46373, -0.48643], [1.52513, 1.69817, -0.03515], [-0.05488, 2.48700, -1.37874], [0.28777, 0.28068, -1.19082], [-0.33422, 2.30154, 4.60888], [-0.86538, 1.31713, 3.42146], [-2.43197, 3.40755, 4.77508], [-2.73589, 1.66859, 4.45358], [-3.88978, 3.67164, 2.81424], [-2.41970, 3.33591, 1.84134], [-6.50887, -0.42163, 3.21699], [-5.73937, -1.58774, 1.20063], [-2.51470, 2.10764, -0.58284], [-2.10259, 0.33320, -0.67095], [-0.69989, 2.43888, 1.18788], [-0.50145, 0.60725, 1.39781], [2.27372, 7.00665, -3.19952], [1.64771, 5.85997, -1.98913], [0.13719, 5.79190, -1.99513], [-0.60695, 7.29238, -1.38829], [2.03190, 6.15571, -1.01322], [2.06297, 4.88169, -2.23547], [-0.19882, 4.98609, -1.34253], [-0.25111, 5.60287, -2.99584], [-1.14396, -1.98979, 1.03856], [-0.02751, -3.26533, 0.47493], [-0.28697, -3.65341, -0.96080], [-1.83831, -4.51086, -1.15485], [-0.12404, -4.11821, 1.14513], [0.98209, -2.86887, 0.57313], [0.49555, -4.32963, -1.30611], [-0.29764, -2.78235, -1.61596], [4.73572, 6.94800, -7.38677], [3.41375, 5.90386, -6.80936], [3.73029, 4.43515, -6.97976], [3.76106, 3.94678, -8.69249], [2.50542, 6.18249, -7.34319], [3.27002, 6.13123, -5.75175], [2.96188, 3.83296, -6.49280], [4.69334, 4.17983, -6.53819], [3.35685, -2.22679, -0.37733], [3.76738, -0.63859, -1.07851], [5.18749, -0.59278, -1.59463], [6.38236, -0.64884, -0.27506], [3.59213, 0.12126, -0.31813], [3.06959, -0.46574, -1.89876], [5.35384, 0.34014, -2.13421], [5.39437, -1.41932, -2.27404], [6.41498, -2.27334, -5.01547], [5.10277, -3.47628, -4.95554], [3.86503, -3.00730, -5.68665], [3.06367, -1.65348, -4.84862], [4.89090, -3.69354, -3.90840], [5.48467, -4.38541, -5.42129], [3.13915, -3.81914, -5.74369], [4.09555, -2.68640, -6.70200], [1.80790, -6.41026, 4.65450], [0.98211, -7.13729, 3.25426], [1.91793, -7.34930, 2.08568], [2.43905, -5.81004, 1.35262], [0.14458, -6.49398, 2.98454], [0.58197, -8.09630, 3.58532], [1.41074, -7.91654, 1.30439], [2.80985, -7.90080, 2.38114], [-4.99641, -0.17631, 8.16044], [-5.90791, -1.43051, 7.28610], [-5.09679, -2.04613, 6.16873], [-4.81483, -0.89127, 4.83206], [-6.82881, -0.98169, 6.91340], [-6.17370, -2.19695, 8.01472], [-5.63241, -2.89687, 5.74582], [-4.12769, -2.39733, 6.52214]], "forces_ev_per_a": [[-0.64, 0.02, 0.38], [-0.06, -1.02, 0.22], [-0.80, -0.18, 0.37], [-0.71, -0.37, -0.17], [0.75, -1.35, -3.04], [0.22, -0.86, -1.72], [0.77, 2.89, 0.36], [0.54, 0.93, 0.22], [0.98, 1.84, 0.75], [-0.70, 1.08, 1.75], [-1.77, -1.44, 0.71], [-0.12, -0.72, 0.40], [0.62, 0.66, -1.26], [0.47, 0.03, 0.33], [-1.73, -0.26, -0.51], [0.33, -1.44, 1.00], [-0.16, 1.49, 0.67], [-0.32, 0.08, -0.47], [0.35, 0.42, 0.16], [0.31, -0.47, -1.04], [0.02, 1.19, -0.33], [0.88, -0.84, -0.09], [-0.46, -0.61, 0.78], [0.76, 0.15, -1.35], [0.25, 0.26, 0.07], [0.29, -0.70, 0.58], [-0.25, 1.06, 0.67], [-0.11, -1.26, -0.32], [-0.38, 0.80, -0.78], [-0.02, 0.04, 0.03], [0.02, -0.18, 0.08], [0.00, -0.15, -0.02], [-0.01, 0.01, -0.02], [-0.07, 0.07, -0.09], [-0.10, 0.03, -0.02], [0.11, 0.06, 0.00], [0.07, 0.11, 0.05], [-0.18, 0.04, 0.17], [0.36, -0.37, -0.12], [0.16, 0.12, -0.03], [-0.09, 0.03, 0.01], [-0.12, 0.11, -0.04], [-0.12, 0.06, -0.05], [-0.01, 0.02, 0.14], [-0.05, -0.05, 0.08], [-0.01, -0.01, -0.03], [-0.11, -0.02, 0.15], [-0.04, 0.00, 0.16], [0.03, -0.01, -0.01], [0.12, -0.05, -0.05], [0.06, -0.09, -0.07], [-0.02, 0.09, -0.05], [-0.03, 0.09, -0.11], [0.03, -0.09, 0.04], [0.00, 0.34, -0.20], [-0.05, -0.04, -0.11], [-0.02, -0.04, 0.02], [0.08, -0.14, 0.03], [0.09, -0.08, -0.01], [-0.08, -0.03, 0.05], [-0.02, 0.05, 0.08], [-0.02, 0.04, 0.06], [-0.06, -0.14, 0.00], [0.07, -0.25, -0.13], [-0.03, 0.10, 0.06], [-0.01, 0.09, -0.07], [-0.05, 0.08, -0.04], [0.05, 0.04, 0.08], [0.03, 0.08, 0.13], [-0.02, 0.06, -0.02], [-0.07, -0.10, -0.05], [-0.11, -0.25, 0.01], [0.03, 0.08, -0.02], [0.12, 0.01, 0.00], [0.09, 0.02, -0.06], [-0.03, 0.07, 0.06], [-0.04, 0.15, 0.03], [0.00, 0.04, -0.10], [-0.08, -0.02, 0.00], [0.02, -0.39, 0.38], [0.68, -1.26, 1.41], [0.10, 0.01, 0.00], [0.08, -0.01, -0.09], [-0.02, 0.11, -0.01], [-0.04, 0.14, -0.04]], "mulliken_charge": [-0.521, -0.481, -0.965, 1.223, -0.418, 0.057, -0.402, 0.156, -0.378, -0.250, 0.136, -1.137, -0.332, 0.531, -0.254, -0.259, -0.224, 0.291, 0.126, 0.369, 0.341, 0.443, 0.449, 0.595, 0.351, 0.454, 0.465, 0.293, 0.195, -0.200, -0.370, 0.020, -0.189, 0.391, 0.193, -0.209, 0.355, -0.079, -0.007, -0.314, -0.206, 0.103, -0.039, 0.331, 0.226, -0.184, -0.056, -0.417, -0.188, 0.336, -0.074, 0.258, 0.328, -0.145, -0.387, -0.120, -0.194, 0.291, 0.141, 0.355, 0.016, -0.174, -0.475, -0.442, -0.156, 0.285, 0.347, 0.287, 0.343, -0.180, -0.355, -0.559, -0.101, 0.237, 0.320, 0.280, 0.379, -0.161, -0.447, -0.592, 0.055, 0.299, 0.352, 0.298, 0.339]}

- Which formula does entry 2 have?
  C24H40BrCl14F4N2